[1]
{
  "formula": "C31H55As3Cl2N7OV",
  "method": "wB97M-V/def2-TZVPD",
  "e_homo_ev": [-14.29, -14.29],
  "charge": 3,
  "orbital_gap_ev": [6.27, 6.24],
  "energy_ev": -278741.830,
  "spin_multiplicity": 2,
  "de_lowest_kj_mol": 119.52,
  "elements": ["V", "N", "C", "N", "C", "N", "N", "C", "C", "C", "C", "C", "C", "N", "C", "C", "C", "C", "C", "C", "H", "H", "H", "H", "H", "H", "H", "H", "H", "H", "H", "C", "As", "C", "C", "C", "C", "C", "As", "C", "C", "C", "As", "C", "C", "H", "H", "H", "H", "H", "H", "H", "H", "H", "H", "H", "H", "H", "H", "H", "H", "H", "H", "H", "H", "H", "H", "H", "H", "H", "H", "H", "N", "C", "C", "N", "C", "C", "H", "H", "H", "H", "H", "H", "H", "H", "H", "H", "H", "Cl", "C", "Cl", "H", "H", "C", "O", "H", "H", "H", "H"],
  "positions_angstrom": [[-0.611, -0.318, -1.837], [-3.767, 1.338, 0.723], [-2.726, 1.292, -0.086], [-2.369, 0.241, -0.789], [-3.200, -0.904, -0.731], [-3.007, -1.889, -1.540], [-1.946, -1.568, -2.391], [-1.977, -1.978, -3.628], [-1.288, -1.076, -4.527], [-1.264, -1.222, -5.916], [-0.802, -0.183, -6.691], [-0.369, 0.990, -6.068], [-0.384, 1.060, -4.695], [-0.825, 0.056, -3.916], [-4.314, -0.926, 0.210], [-5.138, -2.044, 0.374], [-6.192, -1.995, 1.261], [-6.443, -0.832, 1.997], [-5.649, 0.286, 1.840], [-4.593, 0.221, 0.941], [-3.980, 2.208, 1.192], [-2.135, 2.196, -0.160], [-2.654, -2.759, -3.953], [-1.632, -2.134, -6.364], [-0.796, -0.267, -7.769], [-0.035, 1.840, -6.646], [-0.049, 1.943, -4.171], [-4.943, -2.933, -0.209], [-6.834, -2.854, 1.384], [-7.271, -0.803, 2.691], [-5.848, 1.191, 2.399], [-1.400, -3.432, 0.545], [-0.014, -2.098, 0.244], [1.349, -3.378, -0.316], [0.663, -1.927, 2.088], [0.108, -0.946, 3.128], [-1.407, -0.809, 2.969], [0.781, 0.435, 3.089], [0.219, 1.783, 1.780], [1.669, 3.025, 2.193], [-1.145, 2.700, 2.841], [0.373, -1.557, 4.524], [2.132, -2.122, 5.278], [3.468, -1.031, 4.332], [2.440, -3.775, 4.262], [-0.976, -4.181, 1.214], [-1.670, -3.895, -0.402], [-2.293, -3.000, 0.993], [1.369, -4.179, 0.423], [2.333, -2.913, -0.373], [1.095, -3.797, -1.288], [1.754, -1.848, 2.028], [0.465, -2.943, 2.441], [-1.682, -0.396, 1.990], [-1.817, -0.153, 3.738], [-1.903, -1.776, 3.072], [1.863, 0.336, 2.965], [0.628, 0.924, 4.055], [1.860, 3.024, 3.266], [1.386, 4.040, 1.915], [2.581, 2.727, 1.674], [-0.753, 2.929, 3.831], [-2.028, 2.074, 2.956], [-1.425, 3.637, 2.356], [-0.217, -2.476, 4.619], [-0.035, -0.869, 5.270], [3.357, 0.024, 4.582], [3.463, -1.164, 3.248], [4.438, -1.359, 4.706], [1.603, -4.457, 4.415], [3.330, -4.247, 4.678], [2.601, -3.622, 3.196], [2.579, 4.529, -2.009], [1.319, 4.519, -1.183], [0.380, 3.448, -1.718], [0.976, 2.116, -1.780], [2.250, 2.135, -2.496], [3.231, 3.169, -1.969], [3.222, 5.253, -1.679], [2.352, 4.767, -2.980], [0.883, 5.516, -1.216], [1.639, 4.295, -0.167], [0.046, 3.731, -2.723], [-0.504, 3.434, -1.082], [1.135, 1.755, -0.836], [2.064, 2.321, -3.559], [2.721, 1.160, -2.421], [4.144, 3.216, -2.560], [3.483, 2.990, -0.924], [3.659, -0.329, -4.580], [2.172, -1.210, -4.409], [1.617, -1.241, -2.659], [2.327, -2.254, -4.658], [1.379, -0.755, -4.992], [3.919, 0.032, 0.089], [2.510, 0.308, 0.123], [4.126, -0.922, -0.399], [4.346, 0.030, 1.093], [4.393, 0.823, -0.488], [2.106, -0.320, 0.732]]
}

=====

[2]
{
  "formula": "C5H31NO12",
  "method": "wB97M-V/def2-TZVPD",
  "e_homo_ev": -9.45,
  "orbital_gap_ev": 9.61,
  "energy_ev": -31746.233,
  "de_lowest_kj_mol": 533.79,
  "elements": ["C", "C", "C", "C", "O", "N", "C", "O", "H", "H", "H", "H", "H", "H", "H", "H", "H", "H", "H", "O", "H", "H", "O", "H", "H", "O", "H", "H", "O", "H", "H", "O", "H", "H", "O", "H", "H", "O", "H", "H", "O", "H", "H", "O", "H", "H", "O", "H", "H"],
  "positions_angstrom": [[-3.260, 1.582, 0.672], [-2.094, 1.332, -0.269], [-0.923, 1.045, 0.787], [0.260, 0.261, 0.292], [1.302, 1.111, -0.344], [-2.406, 0.316, -1.212], [-2.189, 0.476, -2.604], [-2.586, -0.381, -3.338], [-2.915, 2.319, 1.502], [-3.601, 0.677, 1.039], [-4.053, 2.012, -0.017], [-1.913, 2.403, -0.847], [-1.496, 0.758, 1.745], [-0.465, 1.996, 1.027], [0.779, -0.258, 1.187], [-0.089, -0.465, -0.419], [1.934, 0.412, -0.849], [-2.891, -0.529, -0.959], [-1.622, 1.330, -3.008], [-2.284, -2.633, 0.241], [-2.927, -3.226, 0.440], [-1.477, -2.934, 0.800], [1.589, 4.162, 1.489], [0.700, 3.976, 1.143], [2.169, 4.430, 0.684], [1.220, 0.038, 3.577], [0.833, 0.129, 2.747], [2.117, 0.363, 3.554], [1.970, -2.359, 2.457], [2.078, -1.490, 2.854], [2.917, -2.651, 2.398], [2.840, -0.114, -2.090], [3.630, 0.052, -2.380], [2.425, -0.734, -2.603], [0.009, 2.966, -1.612], [0.247, 2.773, -2.469], [0.135, 2.074, -1.257], [-1.175, -2.205, -2.235], [-1.795, -1.622, -2.818], [-1.798, -2.361, -1.391], [1.838, -3.064, -2.540], [0.970, -3.433, -2.284], [2.312, -3.006, -1.752], [3.297, 1.686, 1.589], [2.972, 2.409, 1.971], [2.733, 1.612, 0.835], [0.031, -3.599, 1.120], [-0.095, -4.476, 1.552], [0.749, -3.159, 1.592]]
}

=====

[3]
{
  "formula": "C15H40N2O6",
  "method": "wB97M-V/def2-TZVPD",
  "e_homo_ev": -8.33,
  "orbital_gap_ev": 8.91,
  "energy_ev": -31465.564,
  "de_lowest_kj_mol": 0.00,
  "elements": ["C", "O", "C", "C", "N", "C", "C", "O", "C", "H", "H", "H", "H", "H", "H", "H", "H", "H", "H", "H", "H", "H", "H", "H", "C", "O", "C", "C", "N", "C", "C", "O", "C", "H", "H", "H", "H", "H", "H", "H", "H", "H", "H", "H", "H", "H", "H", "H", "C", "C", "O", "H", "H", "H", "H", "H", "H", "C", "O", "H", "H", "H", "H"],
  "positions_angstrom": [[0.987, -2.392, 2.609], [1.387, -2.768, 1.325], [0.557, -2.240, 0.282], [1.318, -2.474, -0.999], [0.472, -2.445, -2.190], [-0.233, -1.170, -2.338], [0.691, 0.034, -2.310], [0.006, 1.179, -2.783], [0.761, 2.334, -2.475], [1.142, -1.316, 2.780], [1.570, -2.963, 3.329], [-0.078, -2.608, 2.777], [0.420, -1.179, 0.523], [-0.421, -2.727, 0.351], [1.819, -3.442, -0.933], [2.144, -1.749, -1.039], [1.057, -2.596, -3.003], [-0.935, -1.047, -1.512], [-0.794, -1.192, -3.272], [1.603, -0.149, -2.898], [1.105, 0.229, -1.317], [0.810, 2.472, -1.386], [0.265, 3.220, -2.870], [1.780, 2.243, -2.855], [-6.604, -1.624, 2.847], [-5.926, -0.507, 2.350], [-6.605, 0.094, 1.279], [-5.790, 1.249, 0.736], [-4.541, 0.767, 0.173], [-3.540, 1.810, -0.035], [-2.221, 1.142, -0.394], [-1.804, 0.170, 0.523], [-1.430, 0.721, 1.759], [-6.014, -2.154, 3.587], [-6.814, -2.341, 2.038], [-7.586, -1.348, 3.249], [-7.589, 0.457, 1.600], [-6.770, -0.650, 0.490], [-5.567, 1.932, 1.569], [-6.344, 1.747, -0.061], [-4.155, -0.063, 0.597], [-3.481, 2.428, 0.877], [-3.904, 2.420, -0.865], [-1.444, 1.883, -0.604], [-2.420, 0.646, -1.344], [-1.051, -0.056, 2.415], [-2.245, 1.234, 2.283], [-0.672, 1.500, 1.596], [8.236, 0.414, -1.639], [7.330, 1.129, -0.662], [6.103, 0.419, -0.467], [8.511, -0.563, -1.236], [9.157, 0.987, -1.777], [7.790, 0.306, -2.625], [7.067, 2.115, -1.045], [7.829, 1.273, 0.300], [6.290, -0.387, 0.025], [2.902, 0.934, 0.722], [3.331, 1.035, -0.622], [3.081, -0.026, 1.216], [3.351, 1.717, 1.339], [1.824, 1.100, 0.682], [4.284, 0.838, -0.670]]
}

=====

[4]
{
  "formula": "C2HN3O3",
  "method": "wB97M-V/def2-TZVPD",
  "e_homo_ev": -10.49,
  "orbital_gap_ev": 9.19,
  "energy_ev": -12698.818,
  "de_lowest_kj_mol": 511.68,
  "elements": ["O", "C", "N", "N", "N", "O", "C", "O", "H"],
  "positions_angstrom": [[-1.925, 1.531, 0.004], [-0.908, 0.854, -0.081], [0.372, 1.555, -0.006], [1.414, 0.851, 0.016], [1.423, -0.477, -0.120], [0.305, -1.293, 0.021], [-0.951, -0.681, -0.106], [-1.916, -1.354, 0.013], [2.187, -0.985, 0.258]]
}